Entry 1:
# C4H7N3

A single C4H7N3 molecule at a distorted geometry (ωB97M-V with the def2-TZVPD basis set, the OMol25 dataset).

Structure (XYZ):
```
14
Properties=species:S:1:pos:R:3
H -2.00 1.41 1.53
N -1.12 0.93 1.42
C -1.15 0.16 0.41
C -2.24 0.05 -0.56
N -3.11 -0.06 -1.32
N -0.14 -0.65 0.11
C 1.16 -0.58 0.70
C 1.51 0.21 -0.88
H -0.18 -1.32 -0.63
H 1.21 0.16 1.52
H 1.28 -1.58 1.25
H 0.72 0.49 -1.66
H 2.22 -0.39 -1.39
H 1.85 1.16 -0.50
```

The orbital gap is 9.262 eV. The molar mass comes out at 97.12 g mol⁻¹. As for the structure (SMILES): [H]/N=C(\C#N)NCC. The HOMO energy comes out at -8.50 eV. As for the LUMO energy: 0.76 eV. Its spin multiplicity is 1. As for the net charge: 0. Its energy above the lowest of the compared OMol25 structures with the same formula, charge and spin is 353.9 kJ/mol.

Results of the Löwdin charge analysis, in e, for atoms 1 through 6: 0.045 0.128 -0.508 -0.133 0.159 -0.118

Entry 2:
# C26H62B2N2O9

3 unconnected molecules or ions with the total composition C26H62B2N2O9 at a distorted geometry (ωB97M-V with the def2-TZVPD basis set, the OMol25 dataset).

Structure (XYZ):
```
101
Properties=species:S:1:pos:R:3
C 2.61 3.96 0.97
C 1.26 3.17 0.38
C 0.18 2.79 1.58
C 0.81 1.62 2.54
C 1.02 2.30 4.05
N 0.01 0.34 2.60
C -0.38 -0.19 1.24
C 0.91 -0.60 0.28
N 0.44 -0.82 -1.14
C 1.31 -0.14 -2.17
C 0.43 0.84 -3.20
O 1.39 -1.91 0.82
C 2.67 -2.26 0.18
B 3.59 -3.32 1.08
O 2.98 -3.87 2.31
C 5.10 -3.72 0.51
C 5.95 -2.45 -0.06
B -1.16 0.41 3.56
O -2.44 1.11 3.27
C -1.01 -0.34 5.05
C -1.23 0.67 6.32
H 3.08 3.39 1.91
H 2.25 5.05 1.26
H 3.44 4.11 0.15
H 0.81 3.91 -0.43
H 1.65 2.24 -0.22
H 0.09 3.78 2.24
H -0.91 2.58 1.18
H 1.91 1.37 2.17
H 1.33 1.51 4.85
H 1.98 3.01 3.91
H 0.15 3.01 4.36
H -1.13 0.48 0.64
H -0.96 -1.22 1.43
H 1.82 0.14 0.38
H -0.56 -0.51 -1.29
H 2.17 0.53 -1.74
H 1.85 -1.00 -2.80
H 0.38 1.89 -2.67
H 0.95 0.91 -4.27
H -0.66 0.43 -3.32
H 3.38 -1.33 -0.02
H 2.51 -2.78 -0.88
H 2.93 -4.88 2.30
H 4.91 -4.47 -0.40
H 5.72 -4.29 1.33
H 7.05 -2.81 -0.36
H 5.96 -1.50 0.64
H 5.42 -2.08 -1.07
H -2.56 1.88 3.90
H 0.07 -0.83 5.19
H -1.78 -1.24 5.15
H -1.75 0.14 7.26
H -1.91 1.56 5.96
H -0.17 1.09 6.68
C -10.58 2.06 3.16
O -9.25 1.96 2.69
C -8.69 3.23 2.36
C -7.17 3.22 2.58
O -6.79 3.30 3.96
C -7.01 2.13 4.75
C -6.07 0.98 4.41
O -6.50 0.32 3.22
C -5.43 -0.29 2.52
H -11.24 2.44 2.37
H -10.92 1.06 3.45
H -10.64 2.71 4.04
H -9.13 4.02 2.97
H -8.90 3.42 1.31
H -6.76 4.12 2.11
H -6.69 2.37 2.10
H -8.06 1.82 4.71
H -6.82 2.43 5.79
H -6.08 0.24 5.22
H -5.05 1.37 4.29
H -4.67 0.46 2.25
H -5.82 -0.72 1.59
H -4.98 -1.09 3.12
C 3.80 -3.68 -9.15
O 4.31 -2.74 -8.22
C 3.52 -1.54 -8.17
C 3.60 -0.92 -6.78
O 2.79 -1.59 -5.80
C 3.28 -2.87 -5.36
C 4.53 -2.77 -4.48
O 5.69 -2.56 -5.29
C 6.71 -1.86 -4.60
H 3.85 -3.28 -10.17
H 4.40 -4.59 -9.09
H 2.76 -3.94 -8.90
H 2.48 -1.75 -8.42
H 3.94 -0.85 -8.91
H 3.18 0.10 -6.84
H 4.62 -0.80 -6.43
H 3.42 -3.55 -6.20
H 2.48 -3.29 -4.75
H 4.68 -3.72 -3.95
H 4.41 -1.96 -3.76
H 6.35 -0.90 -4.24
H 7.54 -1.68 -5.30
H 7.08 -2.46 -3.76
```

The orbital gap is 9.061 eV. The molar mass comes out at 568.41 g mol⁻¹. As for the structure (SMILES): CCC[C@@H](C)N(C[C@H](NCC)OCB(O)CC)B(O)CC.COCCOCCOC.COCCOCCOC. The HOMO energy comes out at -8.57 eV. As for the LUMO energy: 0.49 eV. Its spin multiplicity is 1. As for the net charge: 0.

Results of the Löwdin charge analysis, in e, for atoms 1 through 6: -0.144 -0.239 -0.147 -0.308 -0.070 -0.042

no.,E_tot (hartree)
1,-320.7485
2,-1863.9150